(1)
The following is a quantum chemistry calculation of a molecular structure, C8H10CeN2S in a non-equilibrium geometry, from OMol25.

```
22
Properties=species:S:1:pos:R:3:mulliken_charge:R:1
Ce -0.0394 -0.2543 0.2629 0.799
S -2.4336 -1.1680 1.1792 -0.372
N -2.7285 -3.9382 1.7439 -0.515
N 0.9036 0.4182 1.9958 -0.382
C -0.0433 1.6819 1.7246 -0.305
C 2.1532 -0.6894 -1.3486 -0.437
C 0.6438 0.9448 -2.0090 -0.656
C -2.5767 -2.7903 1.4989 0.362
C 1.0699 -1.3355 -2.0294 -0.566
C -0.9263 1.7802 0.5000 -0.913
C 1.8902 0.7215 -1.3291 -0.335
C 0.1329 -0.3273 -2.4367 -0.548
H 2.5434 1.4963 -0.9228 0.426
H 3.0531 -1.1713 -0.9602 0.430
H -0.5745 2.5225 -0.2198 0.256
H 0.6398 2.5505 1.7336 0.339
H 0.9943 -2.4020 -2.2525 0.443
H 0.1731 1.9134 -2.1796 0.569
H 1.4516 0.5273 2.8574 0.233
H -1.9892 1.8103 0.7518 0.378
H -0.6809 1.7722 2.6251 0.342
H -0.7831 -0.4843 -3.0102 0.451
```

Results
LUMO level: -0.89 eV
frontier orbital gap: 0.2952 Eh
2S+1: 1
DFT total energy: -1293.56658 hartree
molecular weight: 306.37 g/mol
maximum force: 3.82 eV Å⁻¹

***

(2)
The following is a quantum chemistry calculation of 3 unconnected molecules or ions with the total composition C3H11NO2, from OMol25.

```
17
Properties=species:S:1:pos:R:3:mulliken_charge:R:1
O 5.5393 -1.0940 2.3437 -0.641
O -1.0551 2.2248 1.4602 -0.679
N -1.3825 -0.4005 0.0960 -0.327
C -1.7908 -0.0448 -1.2476 -0.424
C -0.7530 0.8880 -1.8683 -1.024
C -1.2409 -1.6064 0.4042 -0.381
H -0.7097 -1.9135 1.3088 0.263
H -1.1015 1.3043 1.1431 0.457
H -0.9138 0.9939 -2.9361 0.336
H -1.9486 -0.8946 -1.9148 0.411
H 6.3610 -0.9225 2.8229 0.321
H -1.9404 2.5591 1.2896 0.294
H -0.7824 1.8781 -1.4085 0.265
H 0.2576 0.5393 -1.6690 0.305
H -2.7419 0.4875 -1.2054 0.255
H -1.6004 -2.4682 -0.1478 0.249
H 5.8030 -1.5305 1.5292 0.319
```

Results
structure (SMILES): C=NCC.O.O
LUMO level: 1.01 eV
frontier orbital gap: 0.4069 Eh
2S+1: 1
DFT total energy: -326.09958 hartree
energy relative to the best compared isomer or geometry (same formula, charge and spin): 20.0 kcal per mole
molecular weight: 93.13 g/mol
maximum force: 0.98 eV Å⁻¹

***

(3)
The following is a quantum chemistry calculation of 2 unconnected molecules or ions with the total composition C6H14O in a non-equilibrium geometry, from OMol25.

```
21
Properties=species:S:1:pos:R:3:mulliken_charge:R:1
O -2.4766 -1.2131 0.0721 -0.660
C 0.7686 -0.7723 0.8844 -0.725
C 0.7723 0.1789 -1.5337 -1.099
C -0.4010 1.4064 0.2014 -0.509
C 0.5043 0.1895 -0.1956 0.574
C 1.0045 -2.2975 0.3963 -1.090
C 0.3360 2.7669 0.1165 -1.092
H -1.1554 1.6191 -0.5721 0.316
H 1.2098 -2.7300 1.3723 0.315
H 0.2082 3.1584 1.2204 0.250
H 1.7891 -2.4222 -0.4008 0.305
H 0.4912 1.0738 -2.0119 0.352
H -1.5685 -1.5228 -0.0623 0.279
H 1.5856 -0.4415 1.4899 0.484
H 0.1780 -2.7312 -0.2346 0.341
H -0.8525 1.1457 1.2264 0.343
H -2.6148 -0.7739 -0.8021 0.318
H 1.2410 -0.7279 -1.9689 0.238
H 0.0390 -0.7435 1.7084 0.380
H 1.3581 2.5126 -0.1337 0.350
H -0.0037 3.4565 -0.6240 0.332
```

Results
structure (SMILES): C=C(CC)CC.O
LUMO level: 0.84 eV
frontier orbital gap: 0.3653 Eh
2S+1: 1
DFT total energy: -312.16305 hartree
energy relative to the best compared isomer or geometry (same formula, charge and spin): 57.7 kcal per mole
molecular weight: 102.18 g/mol
maximum force: 4.01 eV Å⁻¹

***

(4)
The following is a quantum chemistry calculation of a molecular structure, C10H13F2LiN2O9S2 in a non-equilibrium geometry, from OMol25.

```
39
Properties=species:S:1:pos:R:3:mulliken_charge:R:1
S 2.0729 2.5964 -1.5090 0.961
S 1.9937 2.6390 0.8343 0.922
F 2.0122 1.3589 -2.5567 -0.278
F 1.4863 1.7814 2.0801 -0.280
O 1.9523 -1.5547 -0.1951 -0.801
O 1.0346 3.5063 -1.9980 -0.565
O 3.3373 3.0452 1.2736 -0.652
O 2.1669 -5.6480 -2.2844 -0.760
O 0.9581 3.6597 0.8160 -0.591
O -0.6844 -1.0611 -1.4934 -0.738
O 3.4679 2.9560 -1.6916 -0.588
O -0.3656 -5.1457 -3.5700 -0.748
O -0.3817 -0.2167 1.7198 0.024
N -1.3160 1.7789 -0.2786 -0.462
N 1.8609 1.5169 -0.1780 -0.065
C 1.3590 -2.3903 -1.0013 0.369
C -1.7059 1.8965 1.1092 0.729
C 0.0894 -4.2745 -2.7912 0.424
C -1.6720 0.5220 1.8059 -0.819
C -0.6477 -3.0439 -2.4578 -0.703
C 2.0858 -3.5122 -1.2260 -0.552
C -0.2161 -1.2893 2.6780 -0.962
C -0.0087 -2.1534 -1.6319 0.430
C -2.9782 2.7253 1.3056 -1.878
C 1.5476 -4.5591 -2.0950 0.407
Li 0.3117 0.4409 -0.0639 0.964
H -2.9325 3.6997 0.8192 0.390
H -3.8536 2.2372 0.8772 0.401
H -0.9826 2.5627 1.5794 0.027
H -1.8731 0.7780 2.8461 0.418
H -0.3968 -0.9464 3.6967 0.311
H 0.7854 -1.7130 2.6032 0.256
H -3.2432 2.7781 2.3616 0.407
H -0.9394 -2.0427 2.3657 0.329
H -1.3477 2.6475 -0.7931 0.238
H -2.3767 -0.2029 1.3984 0.388
H -1.6095 -2.8482 -2.9083 0.395
H 3.0002 -3.7226 -0.6913 0.382
H -1.9909 1.1982 -0.7556 0.270
```

Results
LUMO level: 4.09 eV
frontier orbital gap: 0.1784 Eh
2S+1: 1
DFT total energy: -2179.19651 hartree
total charge: -2
molecular weight: 414.29 g/mol
maximum force: 8.00 eV Å⁻¹